[1]
C28H38CrN5O10PS2 as an isolated structure, computed with the ωB97M-V functional and the def2-TZVPD basis.

Geometry as XYZ:
```
85
Properties=species:S:1:pos:R:3:mulliken_charge:R:1
Cr -0.358 1.409 0.912 0.56
O 2.619 2.090 -1.147 -0.69
S 2.669 2.493 0.235 1.82
O 3.970 2.443 0.860 -0.81
O 1.637 1.869 1.107 -0.51
C 2.242 4.246 0.184 -0.55
C 3.290 5.126 0.417 -0.66
C 3.123 6.491 0.230 -0.51
C 1.914 6.989 -0.199 -0.56
C 0.844 6.128 -0.413 -0.61
C 0.997 4.764 -0.222 -0.03
S -0.517 3.811 -0.222 1.60
O -1.518 4.631 -0.838 -0.79
O -0.288 2.513 -0.892 -0.52
O -0.704 3.520 1.216 -0.55
H 4.238 4.708 0.734 0.52
H 3.952 7.166 0.412 0.36
H 1.787 8.055 -0.350 0.36
H -0.127 6.493 -0.722 0.51
O -2.321 1.344 0.716 -0.13
C -3.139 1.371 1.680 -0.35
C -2.886 1.287 3.051 1.41
C -3.993 1.345 3.971 -0.89
C -3.774 1.279 5.341 -0.60
C -2.440 1.167 5.807 -0.33
C -1.378 1.105 4.953 -0.84
C -1.550 1.154 3.539 0.39
O -0.501 1.045 2.792 -0.22
N -4.809 1.321 6.265 0.81
O -6.008 1.398 5.821 -0.81
O -4.541 1.283 7.533 -0.81
H -4.190 1.468 1.397 0.23
H -5.007 1.448 3.608 0.46
H -2.295 1.132 6.878 0.46
H -0.361 1.020 5.321 0.42
N -0.143 -0.388 0.391 -0.36
P 0.079 -1.431 -0.672 -0.83
N -0.632 -1.134 -2.169 1.02
C -1.732 -0.172 -2.290 -0.46
C -1.483 0.812 -3.430 -0.30
C -1.221 0.060 -4.735 -1.14
C -0.051 -0.907 -4.549 -0.55
C -0.345 -1.869 -3.395 -0.92
N 1.641 -1.876 -1.158 0.57
C 2.335 -0.822 -1.969 -0.15
C 3.753 -0.558 -1.482 -0.77
C 4.555 -1.854 -1.372 -0.93
C 3.779 -2.921 -0.556 -0.93
C 2.467 -2.366 -0.025 -0.70
N -0.471 -2.935 -0.109 0.73
C -0.340 -4.143 -0.912 -0.63
C -0.229 -5.366 0.015 -0.82
C -1.045 -5.147 1.303 -0.69
C -2.244 -4.256 0.988 -0.88
C -1.755 -2.853 0.617 -0.76
H -1.835 0.356 -1.352 -0.12
H -2.673 -0.710 -2.481 0.29
H -0.621 1.430 -3.164 -0.01
H -2.347 1.474 -3.531 0.46
H -1.024 0.756 -5.557 0.45
H -2.118 -0.515 -5.003 0.35
H 0.846 -0.332 -4.299 0.16
H 0.147 -1.472 -5.466 0.37
H 0.498 -2.537 -3.224 0.40
H -1.212 -2.488 -3.676 0.49
H 1.782 0.117 -1.947 0.28
H 2.383 -1.162 -3.010 -0.01
H 3.726 -0.040 -0.522 0.08
H 4.225 0.136 -2.181 0.60
H 5.522 -1.646 -0.908 0.38
H 4.760 -2.232 -2.378 0.37
H 4.378 -3.284 0.284 0.45
H 3.551 -3.784 -1.186 0.24
H 2.648 -1.572 0.710 0.26
H 1.916 -3.148 0.489 0.53
H 0.550 -4.059 -1.532 0.25
H -1.198 -4.269 -1.594 0.37
H 0.821 -5.544 0.269 0.29
H -0.592 -6.253 -0.518 0.42
H -0.427 -4.636 2.049 0.29
H -1.355 -6.104 1.731 0.42
H -2.925 -4.182 1.837 0.46
H -2.809 -4.699 0.160 0.33
H -1.589 -2.257 1.513 0.38
H -2.524 -2.329 0.026 0.13
```

**⟨S²⟩**: 6.056
**2S+1**: 5
**Total charge**: -2
**Frontier orbital gap (alpha / beta)**: 4.14 / 7.04 eV
**HOMO (alpha / beta)**: 0.02 / -2.87 eV
**Total energy**: -116962.4711 eV



[2]
C28H38FILiN7O as an isolated structure at a distorted geometry, computed with the ωB97M-V functional and the def2-TZVPD basis.

Geometry as XYZ:
```
77
Properties=species:S:1:pos:R:3:mulliken_charge:R:1
Li 11.816 -12.025 -7.125 0.70
C 10.706 -14.706 -12.540 -1.64
C 9.288 -14.226 -12.884 0.62
C 8.298 -14.899 -11.932 -1.46
C 9.006 -12.731 -13.059 0.36
C 7.944 -12.471 -13.920 -0.65
C 7.642 -11.202 -14.367 -1.09
C 8.259 -10.124 -13.727 -0.48
C 9.185 -10.284 -12.695 0.47
C 9.713 -8.990 -12.033 0.34
C 10.702 -8.236 -12.979 -1.35
C 10.290 -8.922 -10.599 -1.48
C 9.701 -11.633 -12.404 -0.40
N 10.655 -11.812 -11.451 0.45
C 11.982 -11.595 -11.598 0.32
C 12.647 -11.545 -12.888 -0.53
C 14.003 -11.268 -12.955 -0.63
C 14.808 -11.168 -11.819 -0.67
C 14.213 -11.314 -10.551 -0.41
C 12.837 -11.510 -10.436 -0.37
F 12.360 -11.613 -9.083 0.18
H 10.656 -15.791 -12.379 0.45
H 11.029 -14.294 -11.605 0.23
H 11.484 -14.502 -13.271 0.33
H 8.963 -14.591 -13.859 0.40
H 8.532 -14.515 -10.933 0.21
H 8.410 -15.954 -11.985 0.49
H 7.257 -14.653 -12.130 0.36
H 7.328 -13.340 -14.238 0.30
H 6.952 -11.075 -15.211 0.33
H 8.084 -9.112 -14.106 0.37
H 8.778 -8.389 -11.979 0.54
H 11.674 -8.687 -12.934 0.31
H 10.819 -7.146 -12.743 0.35
H 10.328 -8.307 -14.033 0.36
H 11.368 -8.935 -10.641 0.32
H 10.039 -9.823 -10.020 0.10
H 9.908 -8.056 -10.100 0.51
H 12.102 -11.701 -13.799 0.46
H 14.394 -11.144 -13.977 0.29
H 15.873 -11.053 -11.927 0.37
H 14.845 -11.188 -9.700 0.51
C 9.994 -17.280 -6.932 -1.08
N 10.225 -15.966 -6.291 0.28
C 9.104 -15.379 -5.644 -1.20
C 11.271 -15.117 -6.634 0.24
N 11.090 -13.877 -6.990 -0.31
N 12.576 -15.606 -6.663 0.22
C 13.055 -16.781 -5.926 -1.24
C 13.571 -14.714 -7.255 -0.93
H 9.117 -17.181 -7.571 0.35
H 9.807 -18.036 -6.174 0.27
H 10.828 -17.579 -7.568 0.36
H 8.681 -16.130 -4.990 0.32
H 8.386 -14.949 -6.358 0.37
H 9.533 -14.571 -5.017 0.33
H 10.066 -13.611 -7.037 0.20
H 12.396 -17.025 -5.076 0.33
H 14.042 -16.495 -5.594 0.51
H 13.158 -17.609 -6.605 0.29
H 13.830 -13.818 -6.707 0.07
H 13.253 -14.411 -8.234 0.28
H 14.460 -15.280 -7.405 0.51
I 13.865 -11.058 -5.118 -0.28
C 11.892 -10.341 -5.832 -1.12
H 12.178 -9.329 -6.152 0.24
H 11.209 -10.389 -4.977 0.24
N 7.811 -11.881 -9.284 -0.06
C 7.546 -12.083 -7.972 0.67
O 8.489 -12.473 -7.260 -0.82
C 6.202 -11.848 -7.510 0.04
C 5.835 -12.021 -6.196 0.20
N 5.472 -12.132 -5.082 -0.77
C 5.261 -11.438 -8.416 0.21
N 4.481 -11.076 -9.194 -0.72
H 8.734 -12.052 -9.677 -0.20
H 7.142 -11.688 -9.979 0.28
```

**Total charge**: -2
**Frontier orbital gap**: 5.76 eV
**HOMO**: -1.82 eV
**Total energy**: -53154.5003 eV



[3]
C28H38MoN8PS as an isolated structure, computed with the ωB97M-V functional and the def2-TZVPD basis.

Geometry as XYZ:
```
77
Properties=species:S:1:pos:R:3:mulliken_charge:R:1
Mo 0.022 0.030 -0.288 -0.13
C 4.645 -2.727 3.146 -1.06
C 4.156 -1.297 3.286 -0.40
N 3.815 -0.695 1.981 -0.11
C 2.632 -0.812 1.407 0.33
S 2.440 -0.138 -0.209 -0.52
N 1.636 -1.410 2.014 -1.16
N 0.519 -1.454 1.210 1.29
C -0.345 -2.360 1.539 0.40
C -0.114 -3.338 2.632 -1.51
C -1.550 -2.386 0.701 0.76
C -2.581 -3.287 0.877 -1.17
C -3.606 -3.342 -0.057 -0.71
C -3.537 -2.521 -1.169 -1.30
C -2.493 -1.623 -1.265 -0.02
N -1.539 -1.501 -0.326 0.81
H 4.873 -3.134 4.130 0.37
H 5.552 -2.779 2.544 0.33
H 3.884 -3.359 2.685 0.27
H 4.917 -0.657 3.728 0.46
H 3.266 -1.236 3.908 0.19
H 4.556 -0.271 1.443 0.27
H 0.940 -3.600 2.679 0.23
H -0.707 -4.238 2.497 0.52
H -0.376 -2.896 3.598 0.28
H -2.578 -3.954 1.726 0.49
H -4.422 -4.042 0.064 0.50
H -4.273 -2.571 -1.959 0.49
H -2.397 -1.016 -2.150 0.42
N -1.714 1.275 -1.121 -0.21
C -1.399 2.623 -1.708 -0.50
C 0.070 2.698 -2.029 -0.91
N 0.791 2.095 -0.878 -0.34
H -2.271 0.751 -1.785 0.37
H -2.341 1.439 -0.328 0.16
H -1.669 3.369 -0.964 0.19
H -2.009 2.804 -2.592 0.51
H 0.388 3.728 -2.191 0.56
H 0.329 2.123 -2.915 0.42
H 0.696 2.706 -0.064 -0.01
H 1.792 2.084 -1.067 0.54
N 1.102 -1.792 -4.096 -0.01
C 0.124 -0.981 -4.616 -0.97
C -0.355 -0.274 -3.567 -0.65
N 0.332 -0.634 -2.407 0.77
C 1.205 -1.563 -2.788 -0.70
H 1.668 -2.448 -4.618 0.26
H -0.135 -0.973 -5.660 0.44
H -1.121 0.479 -3.595 0.63
H 1.902 -2.073 -2.144 0.53
C -1.104 0.040 3.262 -1.78
P -0.591 1.218 1.973 3.32
C -2.034 2.310 1.788 -0.05
C -1.874 3.693 1.687 -0.49
C -2.983 4.517 1.541 -0.62
C -4.258 3.967 1.490 -0.75
C -4.429 2.593 1.601 -0.65
C -3.323 1.766 1.756 -0.25
C 0.639 2.267 2.780 0.66
C 0.281 2.832 4.010 -0.68
C 1.178 3.635 4.689 -0.83
C 2.433 3.896 4.147 -0.63
C 2.787 3.353 2.922 -1.08
C 1.894 2.536 2.240 0.10
H -1.545 0.601 4.085 0.64
H -0.215 -0.477 3.622 0.36
H -1.837 -0.682 2.902 0.49
H -0.890 4.141 1.773 0.42
H -2.853 5.589 1.487 0.48
H -5.121 4.612 1.390 0.46
H -5.424 2.167 1.595 0.49
H -3.479 0.700 1.883 0.35
H -0.700 2.660 4.437 0.36
H 0.898 4.064 5.642 0.48
H 3.130 4.528 4.681 0.44
H 3.759 3.566 2.495 0.49
H 2.186 2.113 1.288 -0.14
```

**⟨S²⟩**: 2.030
**2S+1**: 3
**Total charge**: +3
**Frontier orbital gap (alpha / beta)**: 7.56 / 6.54 eV
**HOMO (alpha / beta)**: -16.58 / -16.63 eV
**Total energy**: -63532.5458 eV



[4]
C28H38N4NiP2 as an isolated structure at a distorted geometry, computed with the ωB97M-V functional and the def2-TZVPD basis.

Geometry as XYZ:
```
73
Properties=species:S:1:pos:R:3:mulliken_charge:R:1
Ni -1.013 0.494 0.822 -0.03
C 1.523 -2.146 2.304 -0.16
C 2.089 -1.824 1.147 -0.09
C 2.387 -2.877 0.096 -1.39
C 1.261 -3.890 -0.313 -0.92
C -0.127 -3.290 -0.314 -0.21
C -0.825 -2.946 0.782 0.20
C -0.536 -3.518 2.152 -0.95
C 0.955 -3.508 2.560 -1.06
C -2.466 1.887 -0.314 -2.49
H 1.548 -1.501 3.182 0.22
H 2.571 -0.834 0.984 1.11
H 3.252 -3.506 0.393 0.38
H 2.755 -2.354 -0.791 0.34
H 1.513 -4.229 -1.328 0.47
H 1.333 -4.778 0.346 0.34
H -0.615 -3.269 -1.312 0.31
H -1.690 -2.275 0.687 0.28
H -0.917 -4.560 2.280 0.37
H -1.067 -2.906 2.901 0.29
H 1.023 -3.779 3.628 0.49
H 1.491 -4.288 2.013 0.27
H -2.435 2.675 0.467 0.57
H -3.537 1.791 -0.384 0.65
H -2.140 2.481 -1.167 0.68
P -1.656 0.285 -1.283 1.22
P 1.170 1.814 0.497 0.86
N -3.001 -0.832 -1.135 0.62
N -1.842 0.964 -2.923 0.45
N 1.538 1.442 2.117 0.65
N 2.430 2.944 0.102 0.63
C 0.067 -0.349 -1.380 1.26
C 1.227 0.564 -0.848 -1.32
C -3.770 -0.749 0.047 -0.59
C -4.588 -1.860 0.129 -0.71
C -4.333 -2.679 -1.021 -0.76
C -3.358 -2.019 -1.792 -0.38
C -3.084 1.457 -3.358 -0.50
C -3.083 1.536 -4.744 -0.65
C -1.807 1.048 -5.201 -0.70
C -1.070 0.714 -4.067 -0.34
C 0.548 1.304 3.112 -0.30
C 1.180 0.775 4.214 -0.77
C 2.562 0.566 3.897 -0.90
C 2.739 0.951 2.592 -0.26
C 3.802 2.975 0.337 -0.36
C 4.315 4.173 -0.163 -0.62
C 3.233 4.887 -0.751 -0.65
C 2.104 4.099 -0.614 -0.39
H 0.298 -0.665 -2.413 1.09
H 0.131 -1.310 -0.835 -2.85
H 1.997 -0.131 -0.474 0.52
H 1.695 1.089 -1.693 0.46
H -3.680 0.092 0.720 0.37
H -5.274 -2.040 0.944 0.46
H -4.797 -3.635 -1.205 0.41
H -2.942 -2.281 -2.752 0.51
H -3.809 1.787 -2.642 0.34
H -3.878 1.911 -5.361 0.46
H -1.484 0.999 -6.224 0.45
H -0.058 0.364 -3.984 0.37
H -0.470 1.664 2.986 0.53
H 0.680 0.519 5.126 0.46
H 3.315 0.101 4.530 0.35
H 3.619 0.925 1.981 0.29
H 4.326 2.152 0.795 0.32
H 5.332 4.544 -0.123 0.43
H 3.220 5.846 -1.243 0.44
H 1.102 4.309 -0.928 0.29
C -0.028 3.031 0.980 -1.57
H 0.231 3.691 1.824 0.35
H -0.878 2.304 1.290 -0.19
H -0.306 3.674 0.116 0.55
```

**⟨S²⟩**: 2.022
**2S+1**: 3
**Frontier orbital gap (alpha / beta)**: 4.63 / 6.90 eV
**HOMO (alpha / beta)**: -3.96 / -6.39 eV
**Total energy**: -95221.3546 eV